{"formula": "C48H55MnN6", "method": "wB97M-V/def2-TZVPD", "total_energy_ha": -3341.728754, "spin_multiplicity": 5, "lumo_energy_ev": [-0.942, -1.077], "de_lowest_kcal_mol": 0.0, "elements": ["Mn", "C", "C", "C", "C", "C", "C", "C", "C", "C", "C", "C", "C", "C", "C", "C", "C", "N", "C", "C", "C", "N", "C", "C", "C", "N", "C", "C", "C", "C", "C", "C", "C", "C", "C", "C", "C", "C", "N", "C", "C", "H", "H", "H", "H", "H", "H", "H", "H", "H", "H", "H", "H", "H", "H", "H", "H", "H", "H", "H", "H", "H", "H", "H", "H", "H", "H", "H", "H", "H", "H", "H", "H", "H", "H", "H", "H", "H", "H", "H", "H", "H", "H", "H", "H", "C", "N", "C", "C", "C", "C", "C", "N", "C", "C", "C", "C", "C", "C", "H", "H", "H", "H", "H", "H", "H", "H", "H", "H", "H"], "coordinates": [[-0.44, -0.23, 0.26], [0.46, 6.00, -0.29], [1.55, 4.96, -0.55], [1.30, 3.68, 0.17], [1.83, 3.25, 1.35], [2.86, 3.93, 2.19], [4.29, 3.53, 1.80], [1.30, 1.92, 1.57], [1.79, 1.05, 2.52], [1.40, -0.26, 2.66], [1.94, -1.20, 3.61], [3.06, -0.91, 4.56], [2.58, -0.20, 5.83], [1.20, -2.34, 3.51], [0.19, -2.08, 2.51], [-0.92, -2.88, 2.31], [-2.01, -2.54, 1.53], [-2.08, -1.44, 0.73], [-3.22, -1.57, 0.00], [-3.53, -0.83, -1.12], [-2.75, 0.17, -1.66], [-1.59, 0.65, -1.11], [-1.25, 1.75, -1.84], [-0.30, 2.68, -1.46], [0.41, 2.64, -0.28], [0.39, 1.60, 0.61], [-2.15, 1.91, -2.96], [-3.09, 0.93, -2.83], [-4.25, 0.65, -3.73], [-3.95, -0.48, -4.72], [-2.08, 3.00, -3.97], [-2.78, 4.28, -3.51], [-3.96, -2.74, 0.44], [-3.19, -3.35, 1.38], [-3.49, -4.60, 2.14], [-4.03, -4.31, 3.54], [-5.26, -3.21, -0.15], [-5.05, -4.05, -1.41], [0.37, -0.84, 1.97], [1.38, -3.63, 4.23], [2.06, -4.68, 3.34], [0.67, 6.93, -0.82], [0.39, 6.23, 0.78], [-0.51, 5.63, -0.61], [2.53, 5.36, -0.24], [1.64, 4.77, -1.62], [2.69, 3.71, 3.24], [2.75, 5.01, 2.08], [4.45, 2.46, 1.93], [5.02, 4.06, 2.40], [4.48, 3.76, 0.75], [2.57, 1.41, 3.18], [3.82, -0.30, 4.06], [3.55, -1.84, 4.83], [2.08, 0.74, 5.58], [3.41, 0.02, 6.50], [1.86, -0.82, 6.36], [-0.96, -3.82, 2.84], [-4.45, -1.07, -1.64], [-0.14, 3.53, -2.11], [-4.52, 1.56, -4.28], [-5.13, 0.40, -3.13], [-3.10, -0.22, -5.35], [-4.81, -0.68, -5.36], [-3.69, -1.40, -4.18], [-2.53, 2.65, -4.91], [-1.03, 3.22, -4.21], [-3.84, 4.09, -3.32], [-2.70, 5.07, -4.26], [-2.34, 4.65, -2.58], [-2.58, -5.21, 2.21], [-4.21, -5.20, 1.58], [-3.32, -3.72, 4.12], [-4.22, -5.24, 4.09], [-4.96, -3.75, 3.49], [-5.90, -2.35, -0.37], [-5.79, -3.80, 0.60], [-4.51, -3.49, -2.17], [-6.00, -4.37, -1.83], [-4.46, -4.94, -1.18], [0.41, -4.01, 4.57], [1.97, -3.47, 5.13], [1.49, -4.84, 2.43], [2.15, -5.64, 3.86], [3.05, -4.35, 3.05], [3.47, 0.75, -0.63], [2.33, -0.14, -0.68], [2.56, -1.39, -0.83], [1.49, -2.33, -0.95], [1.59, -3.68, -1.27], [0.27, -4.14, -1.43], [-0.55, -3.05, -1.18], [0.18, -1.93, -0.89], [3.65, 1.56, -1.90], [2.61, 1.72, -2.81], [2.77, 2.53, -3.93], [3.97, 3.19, -4.15], [5.02, 3.02, -3.26], [4.85, 2.21, -2.14], [4.41, 0.22, -0.42], [3.31, 1.45, 0.19], [3.58, -1.78, -0.89], [2.51, -4.24, -1.40], [-0.05, -5.13, -1.70], [-1.62, -3.02, -1.21], [1.68, 1.19, -2.65], [1.95, 2.64, -4.63], [4.10, 3.81, -5.03], [5.97, 3.51, -3.43], [5.68, 2.08, -1.45]], "lowdin_charge": [1.0514, -0.0789, -0.1843, -0.1257, -0.1363, -0.1826, -0.0836, -0.2390, 0.0520, -0.2098, -0.1203, -0.1908, -0.0841, -0.1206, -0.2034, 0.0697, -0.2288, 0.0456, -0.2425, 0.0597, -0.2059, 0.0436, -0.2122, 0.0443, -0.2229, 0.0507, -0.1207, -0.1242, -0.1904, -0.0795, -0.1873, -0.0798, -0.1294, -0.1268, -0.1899, -0.0841, -0.1891, -0.0809, 0.0429, -0.1893, -0.0784, 0.0725, 0.0770, 0.0648, 0.1090, 0.1075, 0.1100, 0.1092, 0.0653, 0.0732, 0.0716, 0.1100, 0.1087, 0.1075, 0.0703, 0.0712, 0.0765, 0.1121, 0.1090, 0.1134, 0.1060, 0.1081, 0.0781, 0.0716, 0.0688, 0.1090, 0.1050, 0.0764, 0.0727, 0.0635, 0.1104, 0.1064, 0.0715, 0.0709, 0.0763, 0.1101, 0.1075, 0.0639, 0.0716, 0.0773, 0.1080, 0.1054, 0.0728, 0.0710, 0.0778, -0.1773, 0.0296, -0.1104, -0.3380, -0.0701, -0.1046, -0.1794, -0.0124, -0.1939, -0.0423, -0.0858, -0.1026, -0.0935, -0.0555, 0.1196, 0.0827, 0.1286, 0.0932, 0.0808, 0.0920, 0.0995, 0.0975, 0.0969, 0.0986, 0.1101]}